A structure of composition C6H18F2INaO8P2 in a non-equilibrium geometry, computed with the ωB97M-V functional and the def2-TZVPD basis.

```
38
C6H18F2INaO8P2 the ωB97M-V functional and the def2-TZVPD basis
Na 2.783 0.339 0.466
F 4.931 -0.547 -0.023
F 2.519 1.673 -1.519
I 3.225 0.325 3.422
C -3.519 3.328 -1.690
O -3.714 2.525 -0.552
P -2.746 2.591 0.713
O -2.958 1.541 1.708
O -1.293 2.764 0.108
C -0.613 1.544 -0.306
O -3.022 4.073 1.301
C -4.333 4.398 1.694
H -4.454 3.829 -1.961
H -3.102 2.752 -2.516
H -2.853 4.179 -1.501
H -1.325 0.749 -0.528
H 0.071 1.294 0.497
H 0.032 1.664 -1.179
H -4.469 4.686 2.736
H -5.003 3.548 1.521
H -4.727 5.209 1.075
C 3.200 -3.275 1.501
O 2.717 -3.696 0.229
P 1.654 -2.805 -0.584
O 1.383 -1.524 0.067
O 2.284 -2.748 -2.036
C 3.508 -2.037 -2.268
O 0.387 -3.750 -0.799
C -0.303 -4.292 0.316
H 2.520 -2.579 2.009
H 4.141 -2.741 1.379
H 3.222 -4.086 2.234
H 3.721 -1.238 -1.549
H 3.449 -1.657 -3.290
H 4.339 -2.748 -2.327
H -1.314 -3.859 0.299
H 0.133 -4.081 1.291
H -0.470 -5.345 0.064
```

Summary:
calculated total energy	-59431.428	eV
Kohn-Sham gap	0.1938	Ha
LUMO level	4.0	eV
charge	-2